Record 1
Here is one molecule with the formula C18H25ClN2O5S from the Open Molecules 2025 dataset. Energies are from ωB97M-V/def2-TZVPD.

Element x y z (Å)
C -0.493 -2.473 0.809
O -1.120 -1.244 0.496
C -2.455 -1.206 0.285
C -3.286 -2.327 0.290
C -4.643 -2.202 0.054
C -5.189 -0.953 -0.194
Cl -6.878 -0.796 -0.491
C -4.376 0.170 -0.201
C -3.025 0.041 0.037
S -2.159 1.642 0.035
O -2.500 2.242 -1.224
O -2.562 2.306 1.240
N -0.525 1.512 0.071
C 0.160 1.301 1.324
C 1.543 1.949 1.272
C 2.338 1.476 0.049
C 2.745 0.006 0.149
O 2.317 -0.780 0.973
N 3.632 -0.361 -0.801
C 4.245 -1.664 -0.852
C 5.719 -1.587 -0.427
C 5.905 -1.085 1.020
C 6.503 0.312 0.844
C 7.212 0.172 -0.501
O 6.375 -0.655 -1.282
C 1.507 1.718 -1.220
C 0.153 1.021 -1.100
H -0.579 -3.185 -0.017
H 0.555 -2.221 0.972
H -0.910 -2.912 1.720
H -2.879 -3.308 0.480
H -5.275 -3.076 0.062
H -4.770 1.155 -0.392
H -0.455 1.763 2.095
H 0.274 0.235 1.535
H 1.434 3.033 1.216
H 2.083 1.697 2.186
H 3.262 2.065 -0.018
H 4.065 0.334 -1.389
H 3.695 -2.323 -0.178
H 4.188 -2.048 -1.874
H 6.172 -2.580 -0.560
H 6.598 -1.732 1.556
H 4.960 -1.068 1.557
H 5.714 1.063 0.780
H 7.184 0.587 1.646
H 7.342 1.114 -1.037
H 8.195 -0.303 -0.369
H 2.028 1.353 -2.106
H 1.339 2.791 -1.331
H -0.484 1.258 -1.953
H 0.299 -0.066 -1.042

Output
energy above the lowest of the compared OMol25 structures with the same formula, charge and spin = 6.5 kJ/mol
frontier orbital gap = 9.2 eV
2S+1 = 1
HOMO level = -8.7 eV

***

Record 2
Here is C18H25FeN2O3 as an isolated structure from the Open Molecules 2025 dataset. Energies are from ωB97M-V/def2-TZVPD.

Element x y z (Å)
O 0.092 0.219 3.493
C -0.538 0.089 2.513
Fe -1.373 -0.420 1.047
C -1.272 -2.145 1.394
O -0.893 -3.217 1.642
C -2.976 -0.153 1.706
O -3.954 -0.084 2.328
C 3.281 -0.250 -0.778
C 2.156 0.654 -0.153
C 0.771 0.225 -0.479
C 0.539 -1.018 -0.994
C 1.595 -1.964 -1.227
C 2.928 -1.651 -1.106
H 3.419 0.188 -1.767
H 2.267 0.683 0.954
H 2.372 1.679 -0.494
H -0.012 0.984 -0.227
H -0.497 -1.386 -1.117
H 1.308 -2.983 -1.507
H 3.705 -2.281 -1.563
C 3.507 -0.573 4.555
C 4.324 0.676 4.986
C 5.475 0.786 3.978
N 5.039 0.005 2.817
C 6.094 -0.429 1.921
C 5.535 -1.007 0.574
C 6.670 -1.010 -0.466
C 6.456 0.214 -1.353
C 5.360 1.060 -0.718
N 4.488 0.022 0.030
C 4.163 -1.082 3.256
H 3.523 -1.351 5.333
H 2.462 -0.299 4.353
H 3.689 1.567 4.920
H 4.680 0.581 6.020
H 5.671 1.828 3.699
H 6.402 0.397 4.432
H 6.762 0.436 1.726
H 6.738 -1.190 2.424
H 5.053 -1.987 0.750
H 7.654 -0.962 0.025
H 6.679 -1.943 -1.041
H 7.360 0.806 -1.477
H 6.149 -0.089 -2.354
H 5.727 1.773 0.045
H 4.754 1.595 -1.462
H 4.138 0.402 0.912
H 4.725 -2.019 3.462
H 3.418 -1.329 2.478

Output
energy above the lowest of the compared OMol25 structures with the same formula, charge and spin = 0.0 kJ/mol
charge = +1
frontier orbital gap (alpha / beta) = 7.1 / 5.5 eV
2S+1 = 5
HOMO level (alpha / beta) = -9.6 / -11.4 eV

***

Record 3
Here is one molecule with the formula C18H25N3O2 from the Open Molecules 2025 dataset. Energies are from ωB97M-V/def2-TZVPD.

Element x y z (Å)
N 2.398 -1.405 0.138
C 2.400 -2.599 -0.485
O 3.241 -2.861 -1.324
C 1.324 -3.628 -0.133
C -0.058 -3.251 -0.678
C -0.765 -2.214 0.187
N -0.887 -2.702 1.548
C -1.783 -1.951 2.388
C -1.237 -0.638 3.021
C -0.605 0.279 1.995
O 0.603 0.357 1.854
N -1.514 0.962 1.255
C -1.311 1.809 0.154
C -2.441 2.349 -0.454
C -2.326 3.188 -1.551
C -1.068 3.485 -2.036
C 0.062 2.944 -1.428
C -0.041 2.108 -0.338
C 1.304 3.395 -2.136
C 0.820 4.593 -2.970
C -0.679 4.344 -3.202
C 0.397 -2.981 2.169
C 1.198 -3.989 1.350
H 1.730 -1.090 0.821
H 3.120 -0.756 -0.131
H 1.655 -4.527 -0.667
H 0.031 -2.874 -1.699
H -0.672 -4.155 -0.698
H -1.775 -2.058 -0.204
H -0.232 -1.256 0.113
H -2.675 -1.724 1.798
H -2.085 -2.602 3.216
H -2.063 -0.134 3.526
H -0.477 -0.885 3.762
H -2.487 0.815 1.486
H -3.421 2.112 -0.063
H -3.210 3.601 -2.012
H 0.836 1.699 0.135
H 2.107 3.661 -1.449
H 1.668 2.591 -2.782
H 1.371 4.698 -3.903
H 0.950 5.510 -2.394
H -1.253 5.270 -3.253
H -0.845 3.796 -4.133
H 0.195 -3.413 3.155
H 0.990 -2.069 2.324
H 0.688 -4.954 1.408
H 2.188 -4.104 1.795

Output
energy above the lowest of the compared OMol25 structures with the same formula, charge and spin = 47.5 kJ/mol
frontier orbital gap = 9.0 eV
2S+1 = 1
HOMO level = -8.4 eV

***

Record 4
Here is one molecule with the formula C18H25N3O5 from the Open Molecules 2025 dataset. Energies are from ωB97M-V/def2-TZVPD.

Element x y z (Å)
C -6.411 -1.928 -0.651
C -4.929 -1.562 -0.214
C -4.888 -0.220 -0.150
C -5.815 0.347 1.179
N -3.573 0.170 0.307
C -2.835 0.829 -0.438
O -3.193 1.451 -1.764
C -1.373 1.158 -0.295
C -0.570 2.413 -0.705
C 0.683 2.327 -0.464
C 1.353 1.620 0.265
N 2.828 1.536 0.319
C 3.542 2.157 -0.748
C 4.496 0.961 -1.013
C 4.243 -0.248 -0.615
C 4.154 -0.208 1.106
C 3.658 1.139 1.317
O 5.057 -1.362 -1.037
C 4.216 -2.757 -1.035
C 2.662 -2.121 -0.949
O 2.851 -0.566 -1.059
C 0.641 0.704 1.008
N 1.155 -0.356 2.004
O 1.560 0.188 3.093
O 1.056 -1.667 1.969
C -0.601 0.249 0.651
H -7.209 -1.610 -0.111
H -6.632 -2.927 -0.902
H -6.652 -1.336 -1.700
H -4.735 -1.982 0.706
H -4.272 -1.910 -0.956
H -5.033 0.338 -0.885
H -6.926 0.432 0.857
H -5.408 1.481 1.295
H -5.459 -0.158 2.115
H -3.230 -0.124 1.151
H -1.113 2.899 -1.562
H 1.218 3.270 -0.620
H 4.006 3.022 -0.785
H 2.789 2.008 -1.629
H 5.587 1.067 -0.685
H 4.614 0.842 -2.138
H 5.147 -0.370 1.490
H 3.564 -0.873 1.176
H 4.445 1.916 1.617
H 3.232 1.235 2.449
H 4.450 -3.006 -0.168
H 4.515 -3.103 -1.900
H 2.257 -2.386 -1.913
H 2.138 -2.486 -0.330
H -1.258 -0.491 1.349

Output
energy above the lowest of the compared OMol25 structures with the same formula, charge and spin = 2152.3 kJ/mol
frontier orbital gap = 7.3 eV
2S+1 = 1
HOMO level = -8.0 eV

***

Record 5
Here is C18H25N3OPtS as an isolated structure from the Open Molecules 2025 dataset. Energies are from ωB97M-V/def2-TZVPD.

Element x y z (Å)
Pt -0.630 0.331 1.325
C 2.204 -1.003 1.143
C 1.681 -0.736 2.583
N 0.814 0.486 2.671
C 1.655 1.729 2.485
C 0.902 2.804 1.736
N 0.202 2.230 0.576
C 0.963 1.985 -0.660
C 1.943 0.803 -0.574
N 1.390 -0.384 0.090
H 3.243 -0.677 1.073
H 2.202 -2.083 1.011
H 1.085 -1.572 2.947
H 2.524 -0.594 3.263
H 0.368 0.509 3.590
H 1.976 2.090 3.463
H 2.547 1.430 1.943
H 0.140 3.244 2.380
H 1.595 3.600 1.446
H -0.625 2.785 0.364
H 0.232 1.811 -1.450
H 1.536 2.879 -0.925
H 2.262 0.560 -1.587
H 2.835 1.136 -0.043
H 1.166 -1.078 -0.610
O -2.703 2.295 0.167
S -2.798 0.841 0.281
C -4.424 0.263 -0.183
C -4.586 -1.070 -0.518
C -5.863 -1.511 -0.830
C -6.922 -0.615 -0.820
C -6.720 0.725 -0.504
C -5.455 1.187 -0.184
C -2.790 0.409 2.032
C -2.417 -0.929 2.326
C -2.286 -1.276 3.697
C -2.540 -0.351 4.675
C -2.953 0.961 4.347
C -3.070 1.348 3.039
H -3.743 -1.749 -0.550
H -6.019 -2.547 -1.095
H -7.914 -0.961 -1.074
H -7.549 1.419 -0.514
H -5.273 2.229 0.044
H -2.431 -1.709 1.573
H -2.037 -2.296 3.959
H -2.467 -0.636 5.715
H -3.177 1.664 5.138
H -3.362 2.353 2.759

Output
energy above the lowest of the compared OMol25 structures with the same formula, charge and spin = 79.0 kJ/mol
charge = +2
frontier orbital gap (alpha / beta) = 6.9 / 6.9 eV
2S+1 = 1
HOMO level (alpha / beta) = -14.7 / -14.7 eV

***

Record 6
Here is C18H26AuBN10S as an isolated structure from the Open Molecules 2025 dataset. Energies are from ωB97M-V/def2-TZVPD.

Element x y z (Å)
Au 0.035 -0.353 -0.254
C 0.006 2.068 2.432
C -0.066 2.545 1.019
C -0.227 3.846 0.535
C -0.251 3.736 -0.832
N -0.090 2.434 -1.177
N 0.011 1.719 -0.025
B -0.063 1.761 -2.568
N -1.328 0.865 -2.722
C -2.289 0.731 -3.648
C -3.217 -0.216 -3.215
C -2.771 -0.662 -1.985
C -3.394 -1.659 -1.070
N -1.680 0.076 -1.664
N 1.192 0.862 -2.720
C 2.056 0.706 -3.743
C 3.027 -0.204 -3.380
C 2.704 -0.624 -2.089
C 3.417 -1.594 -1.211
N 1.617 0.067 -1.706
N 0.067 2.895 -3.632
C 1.179 3.801 -3.679
C 0.987 4.641 -4.711
C -0.246 4.232 -5.289
C -0.969 4.775 -6.429
N -0.765 3.133 -4.574
H 0.066 2.915 3.110
H 0.883 1.439 2.594
H -0.886 1.495 2.698
H -0.323 4.743 1.125
H -0.387 4.507 -1.574
H -2.293 1.346 -4.534
H -4.130 -0.512 -3.707
H -4.376 -1.938 -1.442
H -3.511 -1.246 -0.067
H -2.786 -2.560 -1.003
H 1.957 1.267 -4.662
H 3.882 -0.522 -3.957
H 4.404 -1.804 -1.614
H 2.870 -2.534 -1.152
H 3.534 -1.197 -0.202
H 1.979 3.733 -2.954
H 1.618 5.455 -5.036
H -0.441 5.595 -6.903
H -1.967 5.107 -6.105
H -1.182 3.982 -7.157
C 0.025 -5.690 -0.579
N 0.061 -4.962 0.698
C 0.058 -3.658 0.848
N 0.087 -3.124 2.064
S 0.033 -2.697 -0.613
H -0.180 -6.734 -0.363
H 0.981 -5.619 -1.097
H -0.767 -5.305 -1.218
H 0.104 -5.528 1.535
H 0.107 -3.698 2.895
H 0.068 -2.131 2.200

Output
charge = +3
frontier orbital gap (alpha / beta) = 9.7 / 5.2 eV
2S+1 = 4
HOMO level (alpha / beta) = -17.9 / -17.9 eV

***

Record 7
Here is C18H26BrCuFNOP2 as an isolated structure from the Open Molecules 2025 dataset. Energies are from ωB97M-V/def2-TZVPD.

Element x y z (Å)
Cu -0.059 -0.152 0.330
C -2.346 -3.019 1.210
P -1.176 -2.206 0.066
C -1.990 -2.383 -1.564
C 0.172 -3.468 -0.042
C 1.302 -3.003 -0.953
P 1.932 -1.333 -0.463
C 3.135 -1.038 -1.818
C 3.044 -1.778 0.926
H -2.566 -4.034 0.881
H -3.267 -2.440 1.243
H -1.912 -3.041 2.208
H -2.212 -3.430 -1.770
H -1.339 -1.983 -2.340
H -2.912 -1.804 -1.566
H -0.249 -4.411 -0.407
H 0.545 -3.632 0.974
H 0.949 -2.919 -1.986
H 2.128 -3.722 -0.940
H 3.808 -1.885 -1.942
H 3.721 -0.148 -1.593
H 2.585 -0.870 -2.741
H 3.750 -2.547 0.608
H 2.454 -2.154 1.762
H 3.591 -0.899 1.261
O 3.610 4.224 2.788
C 2.863 3.294 2.207
C 2.569 3.279 0.839
C 1.781 2.265 0.338
N 1.279 1.297 1.096
C 1.547 1.315 2.394
Br 0.785 -0.080 3.415
C 2.332 2.269 3.001
H 3.923 4.892 2.162
H 2.953 4.048 0.188
H 1.534 2.213 -0.714
H 2.541 2.253 4.057
F -4.432 3.185 -3.440
C -3.766 2.631 -2.415
C -4.303 1.521 -1.781
C -3.617 0.955 -0.731
C -2.413 1.512 -0.261
C -1.744 0.980 0.900
C -1.901 2.635 -0.937
C -2.562 3.189 -2.009
H -5.251 1.128 -2.111
H -4.033 0.098 -0.221
H -2.359 0.322 1.506
H -1.274 1.748 1.505
H -0.980 3.077 -0.588
H -2.176 4.049 -2.530

Output
energy above the lowest of the compared OMol25 structures with the same formula, charge and spin = 62.1 kJ/mol
charge = +1
frontier orbital gap (alpha / beta) = 7.4 / 6.9 eV
2S+1 = 2
HOMO level (alpha / beta) = -9.7 / -10.4 eV

***

Record 8
Here is C18H26CdN2O5SSi2 as an isolated structure from the Open Molecules 2025 dataset. Energies are from ωB97M-V/def2-TZVPD.

Element x y z (Å)
Cd 0.095 0.228 -1.378
C -2.712 -1.255 -2.083
Si -1.534 -1.891 -0.683
C -2.735 -3.268 0.114
C -0.107 -3.083 -1.074
C -0.594 -4.161 -1.805
C 0.138 -5.304 -2.043
C 1.437 -5.374 -1.560
C 1.980 -4.250 -0.966
C 1.255 -3.086 -0.729
Si 2.211 -1.517 -0.107
C 2.656 -2.065 1.719
C 4.001 -1.776 -0.903
H -3.629 -1.837 -2.139
H -2.260 -1.220 -3.076
H -2.987 -0.251 -1.782
H -3.209 -3.917 -0.623
H -3.522 -2.776 0.679
H -2.189 -3.914 0.803
H -1.606 -4.107 -2.171
H -0.303 -6.148 -2.566
H 2.015 -6.288 -1.657
H 3.010 -4.296 -0.638
H 3.211 -3.003 1.770
H 1.752 -2.180 2.309
H 3.261 -1.299 2.197
H 4.484 -2.719 -0.646
H 4.656 -0.981 -0.557
H 3.963 -1.722 -1.990
C -1.711 3.729 0.977
C -0.478 2.847 0.797
O 0.226 2.916 -0.195
N -0.220 2.138 1.928
C 0.825 1.117 2.012
C 2.200 1.531 1.568
C 3.116 1.996 2.486
C 4.428 2.281 2.095
C 4.733 2.103 0.739
C 3.756 1.649 -0.109
N 2.511 1.287 0.269
H -2.544 3.080 1.233
H -1.925 4.248 0.047
H -1.543 4.452 1.774
H -1.092 1.747 2.312
H 0.537 0.238 1.419
H 0.864 0.838 3.072
H 2.817 2.171 3.512
H 5.163 2.653 2.798
H 5.719 2.350 0.360
H 3.956 1.533 -1.169
O -3.775 -0.502 0.530
S -2.485 0.096 0.795
O -2.136 1.101 -0.194
O -1.377 -1.004 0.750
O -2.437 0.638 2.158

Output
energy above the lowest of the compared OMol25 structures with the same formula, charge and spin = 200.3 kJ/mol
charge = -2
frontier orbital gap = 3.9 eV
2S+1 = 1
HOMO level = 1.0 eV

***

Record 9
Here is C18H26ClF2N3O5S2 as an isolated structure from the Open Molecules 2025 dataset. Energies are from ωB97M-V/def2-TZVPD.

Element x y z (Å)
C -0.160 3.151 4.608
C 0.253 2.550 3.195
N 0.168 1.071 3.106
C -0.191 0.678 1.753
C -1.644 0.866 1.240
C -2.718 1.487 2.238
C -2.910 0.407 3.398
C -3.297 1.025 4.811
C -4.430 0.127 5.464
S -3.902 -0.830 6.941
O -2.665 -0.346 7.559
O -5.015 -0.729 7.907
Cl -3.716 -2.870 6.509
C -2.048 0.456 -0.109
F -3.369 0.595 -0.553
C -1.074 -0.155 -1.081
N -1.230 -0.603 -2.382
S 0.269 -1.210 -2.852
N 1.230 -0.953 -1.483
C 0.359 -0.354 -0.590
C 0.759 0.059 0.823
C 2.267 -0.243 1.212
C 2.271 -1.752 1.758
F 1.177 -1.902 2.682
H 0.570 3.965 4.914
H -1.159 3.683 4.506
H -0.291 2.378 5.413
H 1.312 2.914 2.985
H -0.390 3.066 2.416
H 1.033 0.611 3.393
H -3.673 1.536 1.632
H -2.409 2.503 2.617
H -1.968 -0.206 3.555
H -3.682 -0.334 3.019
H -2.388 1.048 5.489
H -3.627 2.096 4.694
H -5.252 0.826 5.816
H -4.932 -0.588 4.749
H 2.685 0.488 1.956
H 2.882 -0.239 0.267
H 1.980 -2.391 0.867
H 3.256 -2.054 2.204
C 2.445 -2.286 -9.844
C 3.511 -1.251 -9.545
O 3.134 -0.434 -8.429
C 3.329 -0.982 -7.223
O 3.793 -2.072 -7.004
O 2.898 -0.113 -6.297
C 2.978 -0.604 -4.960
H 1.471 -1.808 -9.969
H 2.688 -2.840 -10.752
H 2.347 -2.998 -9.022
H 3.618 -0.580 -10.399
H 4.485 -1.714 -9.375
H 3.981 -0.968 -4.731
H 2.240 -1.393 -4.811
H 2.749 0.220 -4.286

Output
frontier orbital gap = 7.5 eV
2S+1 = 1
HOMO level = -8.6 eV

***

What total energy values result from the calculations? In sequence: -2044.99177, -2299.38696, -1015.70741, -1240.62642, -1457.28647, -1806.81942, -5828.36119, -2332.16369, -2698.11784 Ha.